DFT (ωB97M-V/def2-TZVPD) results for a 2-piece molecular cluster, H3NOS2 overall.

The geometry in XYZ format:
```
7
Properties=species:S:1:pos:R:3
N -0.22 0.07 -0.67
O 0.14 -0.47 0.57
S -1.78 0.73 -0.51
S 1.72 -0.98 0.74
H -0.65 -1.31 -1.62
H -1.33 1.89 0.02
H 2.12 0.08 1.47
```

Values from the calculation:
orbital gap (spin up / spin down)	8.35 / 8.41	eV

---

DFT (ωB97M-V/def2-TZVPD) results for H3NP2S as an isolated structure.

The geometry in XYZ format:
```
7
Properties=species:S:1:pos:R:3
N 0.66 -0.05 -0.47
P 0.72 -1.35 0.61
P -0.80 0.92 -0.51
S -1.41 0.29 1.36
H 1.40 0.07 -1.15
H -0.51 -1.97 0.33
H -0.07 2.09 -0.16
```

Values from the calculation:
orbital gap	6.43	eV

---

DFT (ωB97M-V/def2-TZVPD) results for a 2-piece molecular cluster, H3O2PS overall.

The geometry in XYZ format:
```
7
Properties=species:S:1:pos:R:3
O -0.45 1.06 -1.48
P 0.29 -0.42 -1.31
S -0.48 -1.43 -2.78
H -0.59 1.56 -0.66
O 0.51 -0.28 1.78
H 0.79 0.44 2.30
H -0.06 -0.92 2.15
```

Values from the calculation:
orbital gap	8.44	eV
structure (SMILES)	OP=S.O

---

DFT (ωB97M-V/def2-TZVPD) results for H3O3P in the gas phase.

The geometry in XYZ format:
```
7
Properties=species:S:1:pos:R:3
O -1.36 0.35 0.43
O -1.06 -0.17 -0.85
P 0.94 -0.60 -0.73
O 1.23 0.32 0.54
H -2.11 0.86 0.27
H 0.83 -1.89 0.05
H 1.55 1.14 0.28
```

Values from the calculation:
orbital gap	9.32	eV
structure (SMILES)	OOPO

---

DFT (ωB97M-V/def2-TZVPD) results for an isolated ion of composition H3O3P3 and charge -2.

The geometry in XYZ format:
```
9
Properties=species:S:1:pos:R:3
O -0.03 -3.55 0.36
P -0.47 -2.11 0.30
O -1.26 -1.45 1.35
P 1.48 -0.63 0.17
O 1.65 -0.55 1.62
P 0.14 1.04 -0.54
H -1.45 -1.86 -0.75
H 0.94 1.93 0.24
H -0.76 0.72 0.67
```

Values from the calculation:
orbital gap	6.11	eV
structure (SMILES)	O=[P@@H]([O-])P([O-])#[PH2]
charge	-2

---

DFT (ωB97M-V/def2-TZVPD) results for an isolated ion of composition H3O4PSi and charge -2.

The geometry in XYZ format:
```
9
Properties=species:S:1:pos:R:3
O 3.55 -0.68 1.26
P 3.13 -0.01 -0.02
O 2.94 1.49 0.04
O 3.64 -0.71 -1.25
Si 0.74 -0.21 -0.06
O -0.35 -1.51 0.04
H 0.39 0.29 1.23
H 0.00 0.77 -0.94
H -1.09 -1.32 0.52
```

Values from the calculation:
orbital gap	5.48	eV
structure (SMILES)	O=P([O-])([O-])[SiH2]O
charge	-2

---

DFT (ωB97M-V/def2-TZVPD) results for a 2-piece molecular cluster, H3O4PSi overall.

The geometry in XYZ format:
```
9
Properties=species:S:1:pos:R:3
O -0.76 -1.61 1.28
O 0.98 0.08 1.92
O 2.00 -1.93 -0.65
O -1.10 0.91 -1.95
Si -0.87 1.06 -0.44
P 0.19 -0.55 0.82
H 1.80 -1.37 -1.41
H -2.11 1.13 0.42
H -0.12 2.27 0.01
```

Values from the calculation:
orbital gap	7.36	eV
charge	-2

---

DFT (ωB97M-V/def2-TZVPD) results for H3OPS in the gas phase.

The geometry in XYZ format:
```
6
Properties=species:S:1:pos:R:3
O 0.75 1.16 0.07
P 0.35 -0.25 0.11
S -1.67 -0.01 0.06
H 1.10 -0.99 1.17
H 0.61 -1.05 -1.20
H -1.14 1.14 -0.20
```

Values from the calculation:
orbital gap	10.66	eV
structure (SMILES)	O=[PH2]S

---

DFT (ωB97M-V/def2-TZVPD) results for H3OPS in the gas phase.

The geometry in XYZ format:
```
6
Properties=species:S:1:pos:R:3
O -1.05 -0.38 0.82
P 0.47 0.26 -0.12
S 0.15 1.66 -1.35
H -1.49 -1.11 0.30
H 0.90 -0.90 -0.87
H 1.03 0.47 1.22
```

Values from the calculation:
orbital gap	9.80	eV
structure (SMILES)	O[PH2]=S

---

DFT (ωB97M-V/def2-TZVPD) results for a 2-piece molecular cluster, H3OS overall.

The geometry in XYZ format:
```
5
Properties=species:S:1:pos:R:3
S -0.83 -0.26 -1.29
H -1.93 0.42 -1.16
H 1.63 0.36 0.76
H 0.15 -0.25 0.60
O 0.98 -0.28 1.10
```

Values from the calculation:
orbital gap	7.33	eV
charge	-1

---

DFT (ωB97M-V/def2-TZVPD) results for H3PS in the gas phase.

The geometry in XYZ format:
```
5
Properties=species:S:1:pos:R:3
P 0.66 0.06 -0.07
S 2.66 0.01 0.01
H 0.41 0.38 1.16
H 0.14 -1.36 -0.26
H -0.22 0.93 -0.85
```

Values from the calculation:
orbital gap	9.21	eV
structure (SMILES)	[PH3]=S

---

DFT (ωB97M-V/def2-TZVPD) results for a 20-piece molecular cluster, H41O20 overall.

The geometry in XYZ format:
```
61
Properties=species:S:1:pos:R:3
O 2.03 2.23 -2.17
H 0.15 1.55 1.40
O 4.02 0.56 2.90
H 4.58 0.77 2.19
H 3.59 -3.21 0.40
O -3.01 0.60 3.92
H -3.15 1.10 4.69
H -2.96 -0.31 4.25
O -0.94 -4.06 0.64
H -0.26 -4.31 1.26
H 0.41 -0.42 -5.51
O -1.24 -1.74 3.64
H -2.33 -0.11 1.31
H -0.51 -4.14 -0.22
O -0.68 1.34 1.92
H 5.35 -1.55 -0.45
H -1.39 -2.60 4.01
O -4.46 -2.44 1.34
H 2.37 1.93 1.26
H 5.54 1.08 -0.07
O -1.14 -2.59 -2.24
H -1.62 -3.41 -1.92
H -1.92 -2.30 -2.72
O -2.75 0.23 0.52
H -3.59 0.07 0.94
H -1.72 -1.15 4.32
O -1.61 2.15 -0.89
H -2.19 1.68 -0.23
H -1.38 3.04 -0.61
O -1.69 0.07 -2.70
H -2.65 0.23 -2.47
H -4.91 -2.00 2.11
O 4.91 -0.81 -0.93
H 5.07 -1.21 -1.82
H -0.78 -1.70 -0.62
O -0.36 4.02 2.13
H -1.00 4.44 1.52
H -0.58 3.13 1.82
O 2.47 -0.45 -2.30
H 3.69 1.16 3.56
H 3.19 -0.31 -1.69
O 1.68 2.51 0.98
H -1.38 0.98 -2.63
H 2.26 1.81 -3.00
O -0.35 0.01 -5.85
H -0.64 -0.49 -1.68
H -0.14 0.92 -5.95
O -0.33 -0.81 -0.76
H -0.59 -0.14 -0.07
H 2.03 -1.27 -2.06
O 5.42 1.89 0.40
H 1.53 1.67 -1.60
H -3.97 -3.20 1.66
O 3.15 -2.51 -0.08
H 1.82 3.26 1.61
H 3.51 -1.61 -0.06
O -4.84 0.71 -2.31
H -4.89 0.06 -1.62
H -5.38 1.44 -2.00
H -0.70 1.65 2.80
H 5.25 2.57 -0.29
```

Values from the calculation:
orbital gap	10.47	eV
charge	+1

---

Listing ΔE to the lowest compared entry with this formula, charge and spin for the structures above in their given order: 5.2522; 1.7238; 1.4515; 5.3572; 0.7355; 0.7913; 1.9264; 0.8960; 0.7170; 0.1806; 0.9020; 3.7654 eV.